{
  "formula": "C50H122F6N6O12P",
  "method": "the ωB97M-V functional and the def2-TZVPD basis",
  "symbols": ["C", "C", "N", "C", "C", "C", "C", "C", "O", "C", "H", "H", "H", "H", "H", "H", "H", "H", "H", "H", "H", "H", "H", "H", "H", "H", "H", "H", "H", "H", "C", "C", "N", "C", "C", "C", "C", "C", "O", "C", "H", "H", "H", "H", "H", "H", "H", "H", "H", "H", "H", "H", "H", "H", "H", "H", "H", "H", "H", "H", "C", "C", "N", "C", "C", "C", "C", "C", "O", "C", "H", "H", "H", "H", "H", "H", "H", "H", "H", "H", "H", "H", "H", "H", "H", "H", "H", "H", "H", "H", "C", "C", "N", "C", "C", "C", "C", "C", "O", "C", "H", "H", "H", "H", "H", "H", "H", "H", "H", "H", "H", "H", "H", "H", "H", "H", "H", "H", "H", "H", "C", "C", "N", "C", "C", "C", "C", "C", "O", "C", "H", "H", "H", "H", "H", "H", "H", "H", "H", "H", "H", "H", "H", "H", "H", "H", "H", "H", "H", "H", "C", "C", "N", "C", "C", "C", "C", "C", "O", "C", "H", "H", "H", "H", "H", "H", "H", "H", "H", "H", "H", "H", "H", "H", "H", "H", "H", "H", "H", "H", "O", "C", "O", "O", "H", "O", "C", "O", "O", "H", "P", "F", "F", "F", "F", "F", "F"],
  "positions_angstrom": [[9.97789, 0.08832, -14.76291], [11.05391, -0.96464, -14.28176], [12.42774, -0.75120, -15.06410], [13.38502, -1.71453, -14.30040], [12.31673, -1.10809, -16.62983], [12.08460, -2.59307, -16.97739], [12.91269, 0.75791, -14.94867], [14.48149, 0.99225, -14.84795], [15.21889, 0.46436, -15.95959], [16.54623, 0.38432, -15.81268], [9.94482, 0.15787, -15.85019], [10.15141, 1.10529, -14.41108], [9.09168, -0.33878, -14.29355], [10.72125, -2.00030, -14.35135], [11.17634, -0.81969, -13.20841], [13.46649, -1.40349, -13.25890], [14.39034, -1.84580, -14.70064], [12.98935, -2.73002, -14.31864], [13.21156, -0.69678, -17.09695], [11.52785, -0.55602, -17.14069], [12.00571, -2.59889, -18.06451], [11.26647, -2.95657, -16.35560], [12.89459, -3.22089, -16.60609], [12.48947, 1.09180, -14.00130], [12.48320, 1.38827, -15.72731], [14.77669, 0.56083, -13.89148], [14.68466, 2.04878, -14.67313], [17.03644, 0.04656, -16.72576], [16.94886, -0.35524, -15.12055], [16.84958, 1.41526, -15.63037], [12.35071, -5.73373, -19.56065], [10.89313, -5.81717, -19.81726], [10.52360, -5.61483, -21.35276], [9.02408, -6.03759, -21.49000], [10.70757, -4.13810, -21.71925], [9.86360, -3.15315, -20.87063], [11.45099, -6.41211, -22.25160], [11.36577, -8.01578, -22.25055], [11.79088, -8.42420, -21.03072], [12.29931, -9.77596, -21.10650], [12.73573, -4.83786, -20.04777], [13.03167, -6.50521, -19.92011], [12.61874, -5.71518, -18.50428], [10.38853, -5.05070, -19.22904], [10.50267, -6.77330, -19.46877], [8.65941, -6.91297, -20.95257], [8.78051, -6.27522, -22.52552], [8.46240, -5.22999, -21.02053], [10.53347, -4.06444, -22.79273], [11.72284, -3.80916, -21.49762], [10.05592, -3.04986, -19.80271], [8.81076, -3.39372, -20.72310], [9.72733, -2.20264, -21.38643], [12.45112, -5.99441, -22.13601], [11.03125, -6.15519, -23.22417], [11.73097, -8.40334, -23.20162], [10.29942, -8.23985, -22.22246], [11.40501, -10.38962, -20.99811], [13.03932, -9.90076, -20.31599], [12.88201, -9.79526, -22.02747], [9.31378, 1.22061, -7.90582], [10.23159, 1.31472, -9.17095], [10.93536, -0.02639, -9.63760], [11.96307, 0.41813, -10.68700], [11.79702, -0.74847, -8.55429], [12.72850, 0.07201, -7.59023], [9.82699, -0.96238, -10.28166], [10.16934, -2.42354, -10.54113], [11.49342, -2.43350, -11.17206], [11.99452, -3.78677, -11.24300], [8.23519, 1.07906, -7.97430], [9.40355, 2.14468, -7.33474], [9.76338, 0.49768, -7.22513], [11.05025, 1.99918, -8.94867], [9.74728, 1.87611, -9.96994], [11.28054, 1.04920, -11.25623], [12.28676, -0.47599, -11.21980], [12.75623, 1.08096, -10.34108], [12.50634, -1.40693, -9.05567], [11.15564, -1.40995, -7.97191], [12.03155, 0.39105, -6.81526], [13.40509, 0.80620, -8.02759], [13.47633, -0.61599, -7.19590], [9.69691, -0.46662, -11.24363], [9.05287, -0.83336, -9.52523], [9.48631, -3.04138, -11.12409], [10.33929, -2.89625, -9.57378], [12.18542, -4.21604, -10.25944], [12.81193, -3.88069, -11.95793], [11.17896, -4.45990, -11.50731], [10.20880, -9.95273, -17.62470], [8.74507, -10.29911, -17.84752], [7.75846, -9.34466, -17.09349], [8.09562, -9.40475, -15.58289], [8.15090, -7.85038, -17.52550], [7.08287, -6.78071, -17.29094], [6.26003, -9.60335, -17.46689], [5.70661, -11.05318, -17.29178], [6.08627, -11.82451, -16.15029], [5.20226, -12.92815, -16.14616], [10.67107, -9.00461, -17.89942], [10.91306, -10.52496, -18.22859], [10.49470, -10.12987, -16.58789], [8.48504, -11.30228, -17.50969], [8.29707, -10.19078, -18.83527], [7.35510, -8.79278, -15.06790], [9.04871, -9.00218, -15.23986], [7.99968, -10.45495, -15.30728], [8.30504, -7.86811, -18.60440], [9.12426, -7.64454, -17.08020], [6.96025, -6.60242, -16.22263], [6.09361, -7.01102, -17.68642], [7.44189, -5.84147, -17.71169], [6.14559, -9.11600, -18.43513], [5.65358, -9.03012, -16.76566], [5.87843, -11.63810, -18.19536], [4.63300, -10.93346, -17.43718], [4.16176, -12.60429, -16.12185], [5.39325, -13.42815, -15.19662], [5.18646, -13.62619, -16.98317], [5.97094, -2.75194, -11.38615], [5.34744, -4.03791, -11.94480], [5.83153, -5.25806, -11.16866], [5.18306, -6.39554, -12.00611], [7.35917, -5.50071, -11.09345], [7.96783, -5.57444, -12.52191], [5.21383, -5.46934, -9.74773], [5.48697, -6.81309, -8.95591], [6.63205, -6.51995, -8.29603], [7.38356, -7.49746, -7.49646], [5.87083, -2.66288, -10.30442], [5.57083, -1.83382, -11.81635], [7.01407, -2.64667, -11.68433], [5.65004, -4.11153, -12.98936], [4.26966, -3.89984, -11.85865], [5.24155, -6.33309, -13.09275], [4.13672, -6.25291, -11.73606], [5.46438, -7.40269, -11.69852], [7.47507, -6.44365, -10.55911], [7.72141, -4.67711, -10.47817], [9.04622, -5.73310, -12.52012], [7.83202, -4.68883, -13.14268], [7.49945, -6.35802, -13.11750], [4.15751, -5.20225, -9.77859], [5.65163, -4.67987, -9.13685], [5.36332, -7.77200, -9.45921], [4.74966, -6.97521, -8.16966], [8.23103, -6.98394, -7.04239], [7.72734, -8.32209, -8.12087], [6.86746, -8.12502, -6.76989], [12.18272, -10.49617, -14.05335], [13.62012, -10.45490, -13.38632], [14.73480, -9.53710, -13.97641], [15.01292, -9.91075, -15.50299], [14.13575, -8.07362, -13.88577], [14.98808, -6.99664, -14.54017], [16.08084, -9.47020, -13.27936], [16.73854, -10.85615, -12.88391], [16.97259, -11.59670, -14.08142], [17.04915, -12.97647, -13.86073], [11.66783, -9.54721, -14.20321], [11.54799, -11.28101, -13.64196], [12.38677, -10.99051, -15.00314], [13.95997, -11.48174, -13.52126], [13.79554, -10.37076, -12.31382], [15.36052, -10.94144, -15.43263], [15.82071, -9.27972, -15.87363], [14.24005, -9.64940, -16.22580], [13.94522, -7.80480, -12.84676], [13.17991, -8.14392, -14.40494], [14.70040, -6.08318, -14.01966], [14.83062, -6.85796, -15.60978], [16.06873, -7.01582, -14.39898], [15.80280, -8.99170, -12.34030], [16.66327, -8.78378, -13.89394], [16.29432, -11.48261, -12.11040], [17.63427, -10.50108, -12.37431], [16.05675, -13.37136, -13.64322], [17.68799, -13.40134, -13.08647], [17.52532, -13.33683, -14.77259], [10.65287, -9.30482, -11.66586], [9.51714, -9.90410, -11.99802], [8.55520, -9.20924, -12.38369], [9.39398, -11.11564, -11.93723], [10.29208, -8.41797, -11.73610], [8.20885, -3.36672, -18.14684], [8.07317, -2.08233, -18.37888], [9.01385, -1.37127, -17.97012], [7.12509, -1.66933, -19.01769], [9.05159, -3.05426, -17.80956], [11.00798, -5.82524, -15.06147], [12.54436, -5.49975, -15.41133], [11.19994, -7.34483, -15.69148], [11.34193, -6.31204, -13.54816], [9.42043, -6.18081, -14.85419], [10.67469, -4.31732, -14.51893], [10.67400, -5.22081, -16.55726]],
  "forces_ev_per_angstrom": [[1.22, -1.37, 0.27], [-0.25, 2.18, -1.27], [0.37, -0.51, 0.02], [-0.22, 0.07, -0.60], [0.28, -0.21, 0.33], [0.78, 1.04, 1.88], [1.02, -0.77, 0.32], [-0.80, -1.12, -0.09], [-4.48, -0.60, 0.21], [2.85, 0.70, -0.19], [-0.58, -0.48, 0.03], [0.10, -0.18, 0.43], [-0.47, 0.51, -0.50], [0.23, 0.08, -0.75], [0.82, 0.15, -0.10], [-0.21, 0.22, -0.14], [-0.11, 0.79, -0.47], [-0.60, 0.21, -0.06], [0.41, -0.23, 0.50], [-0.52, 0.25, 0.92], [-0.46, -0.48, 0.22], [-0.60, 0.03, -0.99], [0.44, 0.03, -0.52], [0.11, 0.09, 0.03], [-0.18, -0.60, -0.22], [0.42, -0.57, -0.04], [-0.24, 0.37, -0.53], [-0.44, 0.31, -0.48], [-0.38, 0.18, 0.93], [1.12, -0.12, 0.45], [1.87, 0.43, -0.26], [-0.51, -0.37, -0.34], [-0.46, -1.43, 2.25], [0.56, 0.58, 0.06], [-0.81, 0.80, 1.19], [-1.57, -0.48, -0.30], [-1.14, -1.07, -1.23], [-2.52, 3.76, 0.50], [2.33, -1.40, 1.12], [0.08, 1.41, 0.40], [0.18, 0.35, 0.44], [-0.72, -0.50, -0.43], [-0.61, 0.47, 0.18], [-0.22, 0.08, -0.38], [-0.15, -0.06, -0.53], [1.19, -0.29, 0.40], [0.12, 0.76, -0.11], [-0.06, 0.09, -0.66], [-0.17, 0.08, 0.13], [0.27, -0.76, -0.36], [1.22, 0.36, -0.31], [-0.27, -0.54, -0.64], [0.75, 0.16, 0.19], [-0.10, -0.29, -0.02], [0.51, 0.20, -0.33], [0.86, -0.17, 0.35], [-0.54, 0.01, -0.87], [0.57, -0.79, -0.38], [-0.41, -0.18, 0.29], [-0.38, -0.90, -0.20], [1.14, 0.01, 0.08], [-0.01, -0.24, 1.32], [1.43, 0.12, 0.61], [-2.07, 0.22, -0.27], [0.84, 0.02, 0.21], [-1.29, -0.60, -0.55], [1.17, 0.89, 0.16], [2.93, 0.45, 0.93], [-0.43, -0.88, -0.21], [-1.39, -0.08, 0.35], [0.25, -0.48, -0.69], [0.20, 0.33, -0.28], [-0.36, -0.31, 0.01], [0.32, -0.40, 0.34], [-0.26, -0.98, -0.64], [0.56, 0.01, -1.05], [0.10, 0.37, 0.13], [-0.06, -0.45, 0.62], [-0.58, -0.04, -0.78], [-0.25, 0.29, 0.07], [0.85, 0.74, 0.31], [-0.77, 0.53, -0.20], [-0.49, -0.43, 0.31], [-0.84, 0.24, 0.08], [-0.69, -0.29, -0.56], [-0.46, 0.58, -0.11], [-0.44, -0.37, 0.23], [0.90, 0.55, 0.36], [-0.06, 0.21, 0.26], [-0.15, 0.04, -0.94], [1.06, -0.23, -0.07], [-1.71, 1.17, 0.11], [1.74, 1.60, 0.54], [-1.56, -0.50, -0.07], [-0.96, -0.80, -0.68], [0.38, -0.30, 1.06], [1.13, -0.45, 2.16], [0.76, 0.15, -1.70], [-0.61, 1.25, -1.71], [-0.84, -0.53, 1.52], [-1.17, 0.76, 0.14], [-0.57, -1.07, -0.05], [-0.11, -0.05, -0.02], [0.25, 0.03, 0.19], [0.89, -0.20, -0.53], [-0.11, -0.30, 0.04], [0.16, 0.02, -0.87], [-0.09, 0.21, 0.31], [0.08, -0.49, -0.19], [-0.39, 0.08, 0.31], [0.00, 0.08, 0.08], [0.24, -0.02, -0.28], [0.00, 0.04, -0.09], [-0.21, -0.75, -0.22], [0.49, 0.39, 0.10], [0.80, -0.25, -0.21], [-0.43, 0.23, 0.90], [-0.15, 0.41, 0.25], [0.03, -0.31, -0.28], [1.01, 0.08, -0.30], [0.37, 0.16, -0.22], [1.00, 1.92, 1.25], [-0.96, -3.09, -1.12], [-0.91, 0.01, 0.86], [-0.55, 0.62, -1.34], [-0.45, 0.25, 0.36], [0.02, 0.51, 0.11], [-1.63, 0.66, -0.09], [3.50, -0.61, 1.76], [-0.41, -0.58, -1.23], [0.11, -0.03, 0.02], [-0.63, -0.24, -0.10], [0.27, -0.36, 0.33], [-0.17, -0.50, 0.17], [-0.03, -0.81, 0.01], [0.55, 0.53, 0.27], [-0.14, -0.33, -0.31], [0.45, 0.31, 0.19], [0.02, 0.13, -0.10], [0.26, -0.09, -0.04], [-0.19, -0.28, 0.32], [-0.08, 0.46, 0.39], [0.33, -0.37, 0.36], [-0.07, -0.35, -0.50], [0.21, -0.15, 0.06], [0.91, -0.01, -0.88], [-1.04, 0.69, -0.12], [-0.34, 0.08, -0.15], [0.52, 0.34, -0.69], [-0.91, 0.96, 0.52], [1.78, -0.06, -0.40], [0.68, -1.15, 0.14], [-1.60, 1.28, -2.48], [0.39, 0.74, 1.42], [0.51, -0.90, -1.06], [0.20, 0.56, 0.15], [-1.56, -1.93, 1.35], [0.16, 1.59, -1.34], [0.39, 1.06, 1.54], [0.29, -1.10, -0.73], [-0.01, -0.21, 0.32], [-0.02, 0.52, 1.10], [0.06, 0.52, -0.64], [0.44, -0.03, -0.36], [-1.03, 0.71, 0.17], [-0.35, 0.16, -0.50], [0.37, -0.10, 0.55], [-0.76, -0.54, 0.75], [0.12, -0.61, 0.08], [0.09, 0.12, 0.16], [-0.17, 0.20, -0.37], [-0.28, -0.12, 0.12], [-0.03, -0.43, 0.23], [0.47, 0.21, 0.16], [0.37, -0.67, 0.28], [-1.00, 0.25, -0.20], [0.71, -0.25, -0.30], [-0.16, -0.27, -0.42], [0.35, 0.92, 0.54], [-0.65, -0.49, -0.13], [1.50, 1.20, 0.56], [-3.34, -2.77, -0.90], [-0.50, 2.99, -0.52], [1.73, -2.12, 0.40], [0.66, 1.01, 0.06], [0.43, -2.97, 0.53], [-2.85, 4.41, -2.38], [2.33, 0.40, 1.26], [-1.63, -0.18, -0.82], [2.12, -2.01, 1.62], [-2.02, 0.48, -1.00], [0.29, -0.02, 0.96], [0.20, 0.55, 0.46], [0.28, 0.03, -0.91], [0.77, -0.14, -0.20], [0.85, -0.33, 0.46], [-0.30, -0.90, -0.10]],
  "mulliken_charge": [-1.4722, 2.0101, 0.9421, -0.6781, -1.2846, 0.0816, -0.4231, -0.9901, -0.2655, -0.8272, 0.2569, 0.3109, 0.4763, -0.6207, -0.6358, 0.3834, 0.3230, -0.1580, 0.5751, 0.4553, 0.1801, -0.3897, 0.3366, 0.2093, 0.3560, 0.3750, 0.6223, 0.2605, 0.3267, 0.3316, -1.4310, 0.4882, 0.3756, -0.8868, -0.1634, -1.0672, -0.7392, -0.8937, -0.0395, -0.8547, 0.3334, 0.2917, 0.0841, 0.4134, -0.3343, 0.1939, 0.4197, 0.3897, 0.5849, 0.2748, -0.0903, 0.2629, 0.5603, 0.4261, 0.5707, 0.5818, 0.3267, 0.2761, 0.1600, 0.4495, -1.4121, -0.7581, 2.4097, -1.5385, -1.0800, -1.3853, -0.1763, -0.3119, 0.7036, -0.9526, 0.4643, 0.4030, 0.1932, 0.4164, 0.5967, 0.1845, 0.3413, 0.4118, 0.1024, 0.6048, 0.3395, 0.2924, 0.4612, -0.2263, -0.3321, -0.7408, 0.5673, 0.3367, 0.2084, -0.0716, -1.0348, -0.3747, 1.1035, -1.0094, 0.6695, -1.0782, -0.8284, -1.1718, -0.2077, -0.8909, -0.1016, 0.5543, 0.2449, 0.3910, 0.4876, 0.4151, -0.0352, 0.5255, 0.3656, -0.8252, 0.0583, 0.4475, 0.2319, 0.4774, 0.4137, 0.4722, 0.5828, 0.3734, 0.2821, 0.3258, -1.4165, -0.4301, 0.3055, -1.2572, -0.5041, -0.5998, -0.7250, -0.7324, -0.2801, -0.8587, 0.2897, 0.6773, 0.1157, 0.3901, 0.4710, 0.4158, 0.5480, 0.3771, 0.4319, 0.2643, -0.1985, 0.3768, 0.4325, 0.5878, 0.3549, 0.3408, 0.5138, 0.2906, 0.2976, 0.3446, -1.0633, -0.5088, 0.7728, -1.0174, 0.6397, -1.2737, -0.5365, -0.7921, -0.3883, -0.7894, -0.2276, 0.5678, 0.4875, 0.2704, 0.4959, 0.4320, 0.4310, 0.2485, 0.4514, -0.8228, 0.1813, 0.3059, 0.5060, 0.3283, 0.3806, 0.4182, 0.4451, 0.3213, 0.3758, 0.2531, -0.4592, 0.6861, -0.6641, -0.7763, 0.2626, -0.3202, 0.6815, -0.6497, -0.7746, 0.0764, 2.1719, -0.5131, -0.1976, -0.5165, -0.4011, -0.4061, -0.8632],
  "multiplicity": 2,
  "orbital_gap_ev": [1.82, 6.53],
  "e_homo_ev": [-5.2, -9.9],
  "charge": 2,
  "largest_force_ev_per_a": 5.77
}